The following is a DFT calculation (ωB97M-V/def2-TZVPD) of 2 unconnected molecules or ions with the total composition C5H13OP.

Atoms and positions in Å:
C -1.997315 0.203419 -1.395293
C -0.738712 -1.185388 0.254330
C -1.609795 0.978527 1.107337
C 2.970567 -0.790356 -0.334448
C -1.399650 -0.029443 0.010909
O 1.037109 1.228954 -0.707146
P 1.808360 0.524786 0.282400
H -2.743295 -0.597860 -1.625992
H -2.542849 1.177044 -1.406857
H -1.329344 0.177844 -2.169409
H -0.881301 -1.911079 -0.538318
H -0.626811 -1.640890 1.289936
H 2.453053 1.358384 1.108830
H -2.594834 0.774912 1.596296
H -0.739756 0.863264 1.820598
H -1.505616 2.075318 0.783504
H 2.211211 -1.366450 -0.867469
H 3.583831 -1.295350 0.531071
H 3.625953 -0.343806 -0.975446
H 1.019191 -0.201826 1.235165

Cartesian forces, eV/Å:
-2.63 0.25 2.64
-2.36 -0.56 0.75
0.95 1.09 0.25
-1.56 -0.31 3.55
0.48 -0.74 -0.53
-1.32 1.41 -2.34
0.80 -2.93 1.75
0.41 0.60 0.35
0.44 -0.69 -0.13
2.09 0.12 -1.72
0.63 -0.29 -0.05
0.34 1.01 -1.34
1.27 0.98 1.00
0.85 0.45 -0.16
-1.27 -0.06 -0.28
-0.57 -1.64 0.14
0.58 -0.73 0.07
-1.59 0.66 -1.70
1.78 1.08 -1.96
0.69 0.30 -0.30

Computed properties:
Net charge: 0
SMILES: C[PH2]=O.C=C(C)C
Gap between HOMO and LUMO, eV: 9.95
HOMO energy, Ha: -0.3275
Calculated total energy, Eh: -614.8319